[1]
{"formula": "C30H24CoF3N6O2S", "method": "ωB97M-V with the def2-TZVPD basis set", "species": ["C", "H", "N", "C", "C", "H", "C", "C", "C", "H", "C", "O", "F", "C", "C", "H", "N", "H", "C", "H", "F", "H", "C", "C", "O", "H", "H", "C", "H", "C", "H", "F", "C", "S", "H", "H", "C", "H", "C", "N", "N", "C", "H", "H", "H", "N", "H", "N", "C", "C", "C", "H", "C", "C", "H", "H", "C", "C", "C", "H", "C", "C", "C", "C", "H", "Co", "H"], "coordinates": [[-5.10202, -2.01410, 3.29338], [-6.52777, -3.62286, 3.14801], [1.19145, 0.56495, -1.03643], [-1.27201, 4.87283, 1.13139], [3.94745, 0.18285, -0.82408], [-1.36560, -2.11412, -1.52999], [9.82941, -0.22925, -0.13004], [-1.61950, 2.59282, 0.62486], [-3.57433, -0.15332, 3.52478], [-0.30521, 4.04948, -2.00807], [2.00890, 1.58275, -0.74267], [-0.85374, 0.94674, 2.98623], [-6.38212, -2.58951, -2.44796], [-3.22615, -1.80084, 1.78392], [7.28672, -1.02729, -0.84975], [3.50771, -1.85985, -1.30293], [5.93951, -1.18462, -1.10594], [-3.30413, -3.30758, -2.51859], [-4.69566, -0.84540, 3.93920], [-7.19613, -2.10508, 3.75573], [-6.31865, -1.35824, -4.22790], [-4.64922, -3.39533, 1.71867], [-2.85201, -0.63785, 2.43991], [-5.59528, -2.17186, -3.45295], [-0.63424, -0.63329, 1.05525], [10.45115, -2.15777, -0.85062], [8.16979, -2.88434, -1.50331], [-3.30143, -2.22895, -2.44921], [3.97222, 2.30861, -0.39958], [3.09598, -0.87468, -1.13837], [-3.12396, 1.55652, -2.13647], [-5.25677, -3.24616, -4.17565], [-0.78126, 5.05818, -0.16334], [-1.46658, 0.26393, 1.88951], [6.08175, 1.71893, 0.20562], [-5.26412, -0.48051, 4.78577], [-4.37166, -1.47636, -2.90218], [-2.06883, 3.44448, 2.54587], [1.74493, -0.64448, -1.22792], [-2.16528, -0.23268, -1.80145], [6.28686, 0.83586, -0.22604], [-1.69363, 3.62715, 1.55026], [-5.14051, 0.51662, -3.15669], [1.06364, -1.45332, -1.45602], [-2.63307, -2.17263, 0.96027], [-1.10789, 2.75520, -0.61280], [-1.32663, 5.71348, 1.81056], [-2.02006, 1.26536, 0.73690], [9.60746, -1.49807, -0.69989], [-4.35220, -2.48136, 2.21768], [-4.32406, -0.09772, -2.80608], [10.83702, 0.05375, 0.14334], [8.34733, -1.91168, -1.06520], [5.38396, -0.06944, -0.72272], [1.54770, 2.55005, -0.59514], [-0.46508, 6.03255, -0.50550], [-3.20160, 0.48276, -2.24525], [-2.22010, -1.56473, -1.90489], [3.37588, 1.43600, -0.62730], [-6.18282, -3.09471, 4.79697], [8.79888, 0.65924, 0.08675], [-6.31989, -2.75427, 3.76968], [7.52572, 0.23398, -0.28711], [-0.69892, 3.97037, -1.00250], [-3.24930, 0.74048, 4.04003], [-0.76794, 0.72460, -0.62408], [8.97595, 1.63369, 0.52211]], "multiplicity": 2, "total_charge": 1, "homo_energy_ev": [-10.62, -10.62], "gap_ev": [7.62, 7.70]}

***

[2]
{"formula": "C5H11Cl2NSi", "method": "ωB97M-V with the def2-TZVPD basis set", "species": ["Cl", "H", "H", "H", "C", "H", "Cl", "H", "H", "H", "C", "N", "H", "H", "Si", "C", "C", "C", "H", "H"], "coordinates": [[2.76623, -1.92814, 4.18764], [1.59273, -0.17042, 0.07106], [-2.20487, 1.38049, -0.42387], [-0.89352, -2.01959, -0.42646], [0.25484, 2.13612, 0.14336], [-1.01267, 0.75214, 1.31532], [4.00106, -1.53978, 1.21344], [-0.22748, 2.68199, -0.73947], [0.16216, 2.72181, 0.99598], [-1.20003, 0.73120, -1.67081], [-1.56979, 0.65363, -0.65944], [0.26079, -1.44214, 1.34325], [1.30347, 2.01213, -0.08356], [1.89938, -3.68748, 1.88804], [2.62008, -2.42752, 2.26669], [0.11013, -1.76553, -0.04475], [0.57616, -0.40367, 0.35713], [-0.48818, 0.78214, 0.35030], [-2.20138, -0.31071, -0.56979], [0.85633, -2.25751, -0.50242]], "total_charge": 0, "homo_energy_ev": [-7.62, -7.62], "gap_ev": [7.53, 7.53]}